[1]
The following is a DFT calculation (ωB97M-V with the def2-TZVPD basis set) of a molecular structure, C12H25N4O5PRb in a non-equilibrium geometry.

Last column: Mulliken charge in e.
Atoms and positions in Å:
O (1.0116, 1.9345, -2.2362)  -1.0205
C (-1.2793, 0.4223, -2.3461)  -1.3972
Rb (1.4421, -0.2189, -2.4174)  0.6327
H (4.6428, 0.0420, 1.8560)  0.3634
O (1.2401, -0.7833, -0.7419)  -0.9210
C (-3.7142, 1.1839, -1.3751)  0.4044
O (0.8658, 0.0520, -4.4755)  -0.8388
H (-0.3031, 0.1990, -2.7506)  1.0170
P (1.1685, -0.6744, 0.6918)  0.5664
O (-5.2791, 2.3758, -0.1861)  -0.5964
H (-0.0342, 2.0443, -0.2914)  -0.5096
C (0.7080, 1.0291, 2.7978)  -0.8215
H (-0.3899, -1.5158, 3.4073)  0.2724
C (-0.1376, -2.2729, 2.6648)  -0.9917
C (0.6478, 2.0557, 0.5589)  -0.2029
H (3.1963, 1.1518, 1.5872)  0.2123
H (3.2072, -2.5772, 0.1705)  0.3073
C (3.4359, -2.1649, 1.1533)  -0.9717
N (0.0116, -1.8267, 1.2495)  0.2586
H (0.7198, -2.8435, 3.0218)  0.2634
C (-3.4315, -0.2005, -1.5770)  -0.5324
H (-2.0547, -1.5929, -2.2660)  0.6787
H (-1.9012, -1.8009, 0.1791)  0.2801
H (4.5144, -2.1503, 1.3104)  0.3546
H (-0.8539, -3.0943, 2.6793)  0.4087
N (-5.0636, 1.6314, -1.1603)  0.8800
H (-1.1978, -3.3834, 0.6740)  0.5663
H (-4.1600, -0.9966, -1.5351)  0.3663
H (1.3153, -0.2312, -5.2954)  0.0005
C (3.6885, 0.2072, 1.3559)  -1.0350
C (-0.9842, -2.3618, 0.3596)  -1.1718
C (-2.7264, 2.1496, -1.5435)  -0.3333
H (-0.5092, -2.5368, -0.6058)  0.2490
C (-2.2173, -0.5525, -2.0263)  -0.6952
H (1.7662, 1.1701, 3.0179)  0.3580
H (3.9373, 0.4483, 0.3225)  0.4006
H (-3.0166, 3.1684, -1.3333)  0.4442
H (0.4881, 0.3031, 3.5805)  0.1998
C (-1.4987, 1.7730, -2.0923)  -0.8329
N (2.7121, -0.8969, 1.3332)  0.2216
O (-5.9186, 1.3993, -1.9278)  -0.5663
H (0.2925, 1.9693, 3.1605)  0.3590
H (0.8618, 2.4347, -1.4104)  0.1560
H (0.2577, 2.7957, 1.2577)  0.3915
H (-0.7972, 2.5574, -2.3353)  1.0763
H (2.9758, -2.9217, 1.7887)  0.2287
N (0.6816, 0.7763, 1.4202)  0.1727
H (1.6795, 2.3231, 0.3305)  0.3478

Atomic forces in eV per Å
O 0.35 4.19 1.76
C 0.60 0.63 0.11
Rb 8.27 2.35 -16.53
H -0.54 -0.27 0.55
O -3.01 -6.15 16.46
C 1.22 -1.82 -0.33
O -0.82 -0.35 -5.40
H -2.85 0.44 -0.75
P -1.18 -0.21 5.27
O 0.75 -0.49 -0.18
H 0.29 -0.70 0.48
C 2.41 0.58 2.35
H -0.19 0.01 -0.26
C 0.32 -0.58 -0.78
C -0.03 -0.84 2.44
H 0.15 -0.12 0.90
H 0.47 0.13 -0.49
C -1.89 -0.93 -0.47
N 1.35 0.36 2.09
H 0.72 0.51 -0.01
C -2.23 1.66 0.19
H 0.31 -0.06 0.02
H 0.08 0.22 0.45
H -0.25 0.45 0.07
H -0.60 0.46 -0.01
N 0.77 2.36 3.31
H -0.40 0.02 0.24
H -0.54 0.33 0.37
H -0.63 0.30 0.15
C -1.32 1.06 -1.77
C 0.75 -0.95 -1.09
C -0.80 -0.64 -0.15
H -0.12 0.35 -0.26
C 1.47 0.13 -1.01
H 0.57 0.38 0.70
H 0.54 -0.25 -0.46
H 0.21 0.21 -0.09
H -0.79 -0.64 -0.82
C -1.99 0.14 0.36
N 1.41 -0.44 1.74
O -2.03 -1.61 -2.63
H -0.65 -0.03 -0.70
H 0.72 -0.04 -1.77
H 0.04 0.20 -0.05
H 0.32 -0.50 -0.28
H 0.28 -0.07 0.49
N -1.27 0.08 -3.78
H -0.21 0.14 -0.49

Results
Net charge: -1
DFT total energy: -38978.7109 eV
HOMO: -2.4 eV
Gap between HOMO and LUMO: 4.49 eV

[2]
The following is a DFT calculation (ωB97M-V with the def2-TZVPD basis set) of a molecular structure, C12H25N5O10P2V.

Last column: Löwdin spin population.
Atoms and positions in Å:
H (-3.6136, -3.2373, 0.2175)  0.0000
H (1.2922, -1.2129, 3.7838)  0.0001
O (2.9276, -1.6649, 1.0415)  0.0002
O (-3.2480, -1.8064, -0.9853)  -0.0048
C (-2.7681, -3.6206, 1.9110)  -0.0001
H (-0.2965, 2.9527, -1.6065)  0.0009
H (1.4994, 0.1305, 2.6782)  0.0000
C (-2.5899, 2.6875, 0.9335)  -0.0001
N (-0.9619, 2.1829, -1.6719)  -0.0197
H (-1.3244, 2.2384, 2.6063)  0.0001
O (4.0609, 0.5299, 0.2747)  0.0002
H (0.6388, -1.3183, -4.3398)  0.0000
O (-2.6185, -4.2845, 2.8962)  -0.0003
O (-1.9145, 0.0095, -0.9678)  -0.0072
H (0.5150, 1.7061, 1.5952)  0.0003
H (4.8182, 0.2117, 0.7867)  0.0001
C (0.7621, -0.4323, 3.2410)  0.0002
H (3.3700, -3.1592, -2.1685)  0.0000
H (-2.4783, 3.3695, -2.4926)  -0.0012
C (2.9058, -1.1637, -1.5897)  -0.0001
N (-0.7257, -0.5914, 1.1807)  -0.0091
N (-0.0949, 2.1439, 0.9116)  -0.0105
O (1.3460, -1.4619, -3.6925)  -0.0001
O (1.0012, 0.7351, -2.2958)  0.0008
H (1.9676, -3.0395, -1.2704)  -0.0001
C (4.1131, -0.7312, -2.4104)  0.0001
C (-2.3506, 2.7261, -1.6202)  -0.0005
H (4.1027, 0.3518, -2.5245)  0.0000
H (-3.0240, 1.8798, -1.7302)  0.0001
H (-1.0015, 3.7916, 1.8581)  -0.0007
C (-2.6654, 3.5044, -0.3588)  0.0001
C (-1.7351, -1.4438, 0.8070)  0.0024
O (-3.6443, -3.8758, 0.9589)  -0.0002
C (-0.2635, -1.0332, 2.3515)  0.0017
H (-0.8106, 1.8106, -2.6068)  0.0003
H (0.2830, 0.2230, 3.9720)  0.0001
H (3.3928, -2.8726, -0.4916)  0.0000
N (-0.9563, -2.1336, 2.6927)  0.0018
C (-1.2553, 2.7516, 1.6479)  -0.0010
H (-2.8771, 1.6500, 0.7454)  0.0002
H (-3.3206, 3.0721, 1.6468)  0.0000
H (4.0930, -1.1806, -3.4045)  0.0000
H (0.4884, 2.8719, 0.5046)  0.0025
P (2.8538, -0.4830, 0.1631)  0.0015
N (2.9193, -2.6749, -1.3895)  -0.0001
H (5.0461, -0.9996, -1.9142)  0.0000
O (0.2864, -1.3314, -1.3079)  -0.0096
O (1.6220, 0.4251, 0.2156)  0.0050
H (-2.0325, 4.3963, -0.2888)  0.0000
P (1.2860, -0.7489, -2.3028)  0.0014
H (-0.8526, -2.6940, 3.5318)  -0.0001
V (-0.1993, 0.5313, -0.5108)  1.0438
C (-2.3941, -1.1494, -0.4617)  0.0022
H (-3.6808, 3.8809, -0.4855)  0.0000
C (-1.8932, -2.4191, 1.7355)  -0.0008

Atomic forces in eV per Å
H -0.02 0.01 0.00
H 0.00 0.00 0.01
O 0.05 -0.04 0.02
O -0.01 0.00 0.01
C -0.02 0.02 -0.05
H 0.00 0.00 -0.02
H -0.01 0.01 -0.02
C -0.01 0.03 0.02
N 0.05 0.06 0.01
H -0.02 -0.04 -0.03
O -0.04 -0.07 -0.02
H -0.01 -0.04 0.01
O 0.00 -0.01 0.02
O 0.09 0.13 0.07
H 0.04 0.08 0.01
H 0.00 0.00 0.00
C 0.02 0.00 -0.01
H -0.01 0.00 0.00
H 0.01 -0.01 0.00
C 0.04 -0.01 0.00
N 0.10 0.06 0.10
N -0.05 -0.15 -0.03
O 0.02 0.06 -0.03
O -0.05 0.08 -0.04
H 0.02 -0.02 0.01
C -0.04 0.03 -0.02
C -0.04 0.02 0.00
H 0.02 0.00 -0.01
H -0.01 0.01 0.01
H 0.00 -0.01 0.04
C 0.00 -0.03 -0.01
C -0.22 -0.17 -0.06
O 0.02 0.00 0.01
C -0.01 -0.04 0.01
H -0.02 -0.03 0.01
H 0.00 0.00 0.00
H 0.00 0.02 0.01
N -0.04 0.03 -0.02
C 0.00 -0.02 0.04
H 0.01 0.00 0.01
H -0.01 0.02 -0.02
H 0.00 0.00 0.00
H -0.06 0.02 -0.05
P 0.10 0.11 0.01
N -0.03 -0.01 -0.03
H 0.00 0.00 0.01
O 0.01 -0.11 -0.03
O 0.08 0.13 0.10
H 0.02 -0.01 0.01
P 0.02 -0.11 0.10
H 0.00 0.00 0.01
V -0.11 -0.09 -0.17
C 0.03 0.08 -0.05
H 0.00 0.01 0.00
C 0.08 0.03 0.06

Results
Energy above the lowest of the compared OMol25 structures with the same formula, charge and spin: 14.7 kJ/mol
Net charge: +2
DFT total energy: -85036.5170 eV
HOMO (alpha / beta): -15.7 / -15.7 eV
Gap between HOMO and LUMO (alpha / beta): 7.19 / 7.90 eV
2S+1: 2